[1]
A gas-phase ion, C10H13F8N4O (charge +1) in a non-equilibrium geometry. Source: the Open Molecules 2025 dataset; level of theory: ωB97M-V/def2-TZVPD.

The geometry in ORCA input format:
```
! wB97M-V def2-TZVPD RIJCOSX def2/J DEFGRID3
* xyz 1 1
C 0.90 2.41 -1.34
N -0.34 1.99 -2.01
C -0.53 2.22 -3.30
N -1.76 1.76 -3.63
C -2.25 1.25 -2.50
N -3.50 0.71 -2.44
N -1.38 1.37 -1.46
C -1.47 1.01 -0.04
C -2.14 -0.36 0.26
O -1.13 -1.35 0.39
C -1.05 -1.87 1.72
C 0.35 -2.53 1.82
F 0.56 -3.14 0.61
F 0.34 -3.51 2.74
C 1.50 -1.50 2.12
F 1.05 -0.24 2.35
F 2.10 -1.91 3.26
C 2.61 -1.42 1.03
F 3.23 -2.60 0.95
F 2.10 -0.99 -0.15
C 3.72 -0.37 1.45
F 4.42 -0.06 0.32
F 4.57 -0.91 2.33
H 1.29 1.55 -0.77
H 1.63 2.87 -2.02
H 0.63 3.19 -0.60
H 0.15 2.73 -3.97
H -3.58 -0.28 -2.57
H -4.33 1.28 -2.30
H -1.96 1.85 0.49
H -0.45 0.95 0.40
H -2.73 -0.23 1.19
H -2.84 -0.70 -0.52
H -1.82 -2.66 1.87
H -1.19 -1.08 2.48
H 3.31 0.57 1.84
*
```

Output
Electronic energy, eV: -40320.74190
Structure (SMILES): Cn1cnc(N)[n+]1CCOCC(F)(F)C(F)(F)C(F)(F)C(F)F
Energy above the lowest of the compared OMol25 structures with the same formula, charge and spin, kcal per mole: 17.99
E_LUMO, Eh: -0.123

=====

[2]
A molecular structure, C30H37N11O2ReSe in a non-equilibrium geometry. Source: the Open Molecules 2025 dataset; level of theory: ωB97M-V/def2-TZVPD.

The geometry in ORCA input format:
```
! wB97M-V def2-TZVPD RIJCOSX def2/J DEFGRID3
* xyz 4 4
Re -0.38 0.07 -0.58
Se -6.59 -3.95 1.03
N -6.24 -2.12 0.92
C -5.03 -1.99 0.34
C -4.45 -0.70 -0.03
C -5.08 0.54 -0.09
C -4.31 1.60 -0.50
C -2.97 1.47 -0.82
N -2.32 0.25 -0.76
C -3.06 -0.84 -0.33
C -2.30 -1.99 -0.14
N -0.94 -1.83 -0.44
C -0.16 -2.99 -0.52
C -0.70 -4.27 -0.49
C -2.07 -4.41 -0.23
C -2.86 -3.29 0.01
C -4.27 -3.26 0.23
N -4.95 -4.37 0.39
H -6.09 0.76 0.31
H -4.79 2.57 -0.68
H -2.48 2.42 -1.16
H 0.89 -2.80 -0.65
H -0.05 -5.13 -0.71
H -2.55 -5.37 -0.24
C -1.23 4.55 2.52
C -0.28 4.33 1.37
N 0.09 2.97 1.13
C -0.69 1.93 1.48
N -0.18 0.69 1.25
C -0.07 -0.14 2.49
C -1.39 -0.32 3.15
C -2.39 0.92 2.92
N -1.71 2.09 2.37
C -2.29 3.42 2.59
H -1.78 5.52 2.44
H -0.65 4.61 3.46
H 0.61 4.91 1.55
H -0.78 4.74 0.45
H 1.01 2.73 0.73
H 0.57 0.40 3.15
H 0.33 -1.12 2.15
H -1.32 -0.27 4.23
H -1.96 -1.22 2.87
H -2.77 1.18 3.91
H -3.22 0.64 2.24
H -2.72 3.38 3.58
H -3.09 3.54 1.85
C 5.54 -1.51 1.19
N 4.12 -1.59 1.36
C 3.58 -1.43 2.74
C 3.21 -1.69 0.32
O 2.07 -1.25 0.40
N 3.65 -2.48 -0.79
C 4.23 -3.80 -0.53
C 3.30 -2.23 -2.20
H 6.09 -2.23 1.81
H 5.81 -0.52 1.58
H 5.87 -1.52 0.13
H 4.34 -1.70 3.47
H 2.72 -2.11 2.84
H 3.24 -0.38 2.79
H 4.27 -4.04 0.55
H 5.22 -3.85 -1.07
H 3.57 -4.57 -1.01
H 2.49 -1.46 -2.27
H 3.00 -3.17 -2.66
H 4.09 -1.79 -2.81
N 2.10 4.54 -4.26
C 1.17 3.58 -4.62
O 0.25 3.89 -5.40
C 1.27 2.27 -3.98
C 2.08 2.12 -2.89
C 1.73 1.17 -1.96
N 0.64 0.39 -2.21
C 0.06 0.27 -3.47
C 0.31 1.26 -4.37
H 2.05 5.45 -4.81
H 2.97 4.27 -3.84
H 2.95 2.69 -2.59
H 2.38 0.83 -1.13
H -0.52 -0.60 -3.72
H -0.17 1.34 -5.35
*
```

Output
Electronic energy, eV: -119630.37132
Energy above the lowest of the compared OMol25 structures with the same formula, charge and spin, kcal per mole: 82.65
E_LUMO (alpha / beta), Eh: -0.456 / -0.554

=====

[3]
A molecular structure, C58H55Cl2F2Ge2N7O7S2W in a non-equilibrium geometry. Source: the Open Molecules 2025 dataset; level of theory: ωB97M-V/def2-TZVPD.

The geometry in ORCA input format:
```
! wB97M-V def2-TZVPD RIJCOSX def2/J DEFGRID3
* xyz 0 1
W 0.81 0.10 -0.43
N -7.49 0.35 -2.12
C -6.13 0.57 -2.16
C -5.28 -0.29 -2.86
C -3.93 -0.03 -2.94
C -3.40 1.07 -2.29
C -4.23 1.95 -1.62
C -5.59 1.71 -1.55
S -1.67 1.53 -2.35
O -1.44 2.40 -1.19
O -1.41 2.11 -3.62
N -0.63 0.33 -1.94
C -0.54 -0.82 -2.63
N 0.19 -1.75 -1.96
C 0.30 -2.95 -2.56
C -0.28 -3.21 -3.78
C -1.00 -2.18 -4.37
N -1.17 -1.01 -3.78
H -7.82 -0.57 -2.35
H -8.01 0.84 -1.42
H -5.69 -1.16 -3.35
H -3.28 -0.66 -3.52
H -3.79 2.81 -1.14
H -6.23 2.40 -1.04
H 0.85 -3.70 -2.01
H -0.15 -4.16 -4.27
H -1.50 -2.29 -5.32
C -3.81 2.07 2.02
C -3.13 0.92 1.29
Ge -1.03 0.95 1.16
C -0.90 -0.14 2.97
C -0.97 0.69 4.25
C -0.87 2.86 1.73
C -0.20 3.72 0.95
Ge 1.09 2.66 -0.33
C 1.33 3.13 -2.32
C 1.19 4.56 -2.79
C 2.98 3.37 0.31
C 3.15 4.79 0.83
C -0.33 5.17 1.10
C 0.30 6.04 0.20
C 0.17 7.41 0.31
C -0.62 7.96 1.31
C -1.27 7.11 2.20
C -1.12 5.74 2.10
H -4.87 1.87 2.11
H -3.69 2.99 1.46
H -3.39 2.21 3.01
H -3.56 0.83 0.30
H -3.37 -0.01 1.81
H 0.00 -0.74 2.98
H -1.74 -0.84 2.98
H -0.21 1.46 4.26
H -0.82 0.05 5.12
H -1.94 1.16 4.34
H -1.51 3.19 2.52
H 0.64 2.51 -2.90
H 2.34 2.79 -2.57
H 0.18 4.93 -2.60
H 1.38 4.60 -3.87
H 1.92 5.20 -2.29
H 3.63 3.24 -0.55
H 3.36 2.69 1.08
H 3.00 5.51 0.03
H 4.16 4.91 1.21
H 2.45 5.01 1.63
H 0.88 5.59 -0.58
H 0.68 8.06 -0.38
H -0.74 9.03 1.40
H -1.90 7.53 2.97
H -1.64 5.12 2.80
F 4.59 -3.74 -2.11
C 4.06 -3.09 -1.05
C 2.98 -2.24 -1.23
C 2.37 -1.55 -0.18
C 2.98 -1.74 1.10
C 4.08 -2.60 1.25
F 4.70 -2.76 2.45
C 4.62 -3.30 0.20
C 2.56 -0.84 2.17
C 2.91 -1.01 3.51
C 2.79 0.04 4.41
C 2.32 1.26 3.92
C 1.83 1.30 2.63
N 1.87 0.27 1.76
H 2.65 -2.12 -2.26
H 5.47 -3.95 0.34
H 3.30 -1.95 3.85
H 3.07 -0.08 5.44
H 2.29 2.14 4.52
H 1.37 2.21 2.28
O 2.86 0.83 -0.45
C 3.01 0.63 -1.72
N 1.86 0.30 -2.36
S 2.23 -0.03 -3.95
O 1.64 0.95 -4.82
O 1.92 -1.40 -4.23
C 3.99 0.20 -3.78
C 5.02 0.01 -4.65
C 6.32 0.27 -4.20
C 6.55 0.72 -2.90
C 5.51 0.89 -2.01
C 4.21 0.61 -2.45
H 4.83 -0.34 -5.66
H 7.15 0.13 -4.87
H 7.56 0.94 -2.59
H 5.67 1.21 -0.99
Cl 1.97 -4.72 1.51
C 0.77 -5.97 1.30
C 1.10 -7.10 0.58
C 0.15 -8.08 0.38
C -1.12 -7.92 0.91
C -1.44 -6.78 1.63
Cl -3.04 -6.67 2.28
C -0.51 -5.76 1.85
N -0.77 -4.64 2.61
C -2.01 -3.95 2.55
C -2.77 -3.84 3.71
C -3.99 -3.20 3.69
C -4.48 -2.68 2.50
C -3.72 -2.76 1.35
C -2.47 -3.37 1.37
C -1.61 -3.31 0.13
C -1.16 -1.86 0.07
O -1.92 -1.01 -0.40
O -0.06 -1.53 0.62
H 2.09 -7.20 0.17
H 0.39 -8.97 -0.19
H -1.87 -8.68 0.78
H 0.04 -4.03 2.70
H -2.39 -4.29 4.62
H -4.58 -3.13 4.60
H -5.45 -2.21 2.47
H -4.08 -2.33 0.43
H -2.20 -3.52 -0.76
H -0.75 -3.97 0.18
*
```

Output
Electronic energy, eV: -252807.19212
Energy above the lowest of the compared OMol25 structures with the same formula, charge and spin, kcal per mole: 0.00
E_LUMO, Eh: -0.039

=====

- The lowest energy above the lowest of the compared OMol25 structures with the same formula, charge and spin belongs to which entry?
  C58H55Cl2F2Ge2N7O7S2W

=====

- Number 3 is which compound?
  C58H55Cl2F2Ge2N7O7S2W

=====

- The highest energy above the lowest of the compared OMol25 structures with the same formula, charge and spin belongs to which entry?
  C30H37N11O2ReSe

=====

- The highest energy above the lowest of the compared OMol25 structures with the same formula, charge and spin belongs to which entry?
  C30H37N11O2ReSe